This record from the Open Molecules 2025 dataset describes a molecular structure, C34H40BKN10O2S3. The level of theory is ωB97M-V/def2-TZVPD.

```
! wB97M-V def2-TZVPD RIJCOSX def2/J DEFGRID3
* xyz -1 2
K -1.00 0.47 1.07
C -0.25 0.08 6.31
C 0.28 0.47 5.07
N -0.35 -0.13 4.07
N -1.29 -0.91 4.64
C -1.26 -0.81 5.98
B -2.15 -1.84 3.76
N -3.24 -1.08 3.00
C -4.30 -1.62 2.36
C -4.91 -0.62 1.64
C -4.13 0.52 1.91
N -3.13 0.24 2.73
N -1.18 -2.52 2.76
C -0.05 -3.19 3.08
C 0.57 -3.57 1.92
C -0.27 -3.06 0.91
N -1.31 -2.42 1.42
N -2.84 -2.93 4.61
C -2.67 -4.27 4.59
C -3.52 -4.83 5.52
C -4.18 -3.72 6.07
N -3.77 -2.58 5.53
H 0.05 0.39 7.30
H 1.08 1.16 4.88
H -1.96 -1.35 6.59
H -4.53 -2.66 2.46
H -5.79 -0.70 1.01
H -4.23 1.53 1.53
H 0.23 -3.32 4.11
H 1.49 -4.12 1.81
H -0.16 -3.11 -0.16
H -1.99 -4.73 3.90
H -3.65 -5.87 5.74
H -4.94 -3.69 6.84
C -2.70 0.48 -2.12
C -1.31 0.99 -2.44
N -0.52 0.12 -2.96
N 0.60 0.22 -3.60
C 1.61 -0.56 -3.16
S 1.55 -1.75 -2.03
S 3.13 -0.14 -4.05
C 3.15 -1.59 -5.16
C 1.97 -1.61 -6.10
C 1.93 -0.80 -7.23
C 0.82 -0.80 -8.05
C -0.27 -1.61 -7.76
C -0.24 -2.42 -6.64
C 0.88 -2.42 -5.81
C -0.94 2.38 -2.22
C -0.17 3.07 -3.16
C 0.10 4.41 -3.03
C -0.39 5.09 -1.89
C -1.11 4.43 -0.93
C -1.39 3.03 -1.02
O -1.96 2.41 -0.06
H -3.22 0.29 -3.06
H -3.24 1.21 -1.53
H -2.65 -0.46 -1.57
H 3.18 -2.49 -4.55
H 4.09 -1.51 -5.71
H 2.77 -0.15 -7.44
H 0.80 -0.16 -8.93
H -1.14 -1.61 -8.41
H -1.09 -3.05 -6.39
H 0.89 -3.04 -4.92
H 0.20 2.53 -4.02
H 0.68 4.93 -3.77
H -0.17 6.14 -1.77
H -1.46 4.94 -0.04
C 4.02 2.70 -1.34
C 4.64 1.81 -0.27
C 3.96 0.46 -0.12
S 2.28 0.41 0.58
O 1.42 1.35 -0.22
C 2.56 1.24 2.18
C 2.34 2.75 2.14
C 0.88 3.17 2.30
H 4.59 3.63 -1.45
H 2.98 2.95 -1.11
H 4.02 2.19 -2.30
H 4.66 2.33 0.70
H 5.68 1.61 -0.52
H 4.53 -0.22 0.52
H 3.84 -0.04 -1.08
H 3.56 0.96 2.52
H 1.85 0.76 2.85
H 2.72 3.17 1.21
H 2.94 3.19 2.95
H 0.30 2.90 1.42
H 0.80 4.25 2.42
H 0.42 2.71 3.18
*
```

Output
E_HOMO (alpha / beta)	-4.513 / -4.504	eV
energy	-3837.1476	a.u.
HOMO-LUMO gap (alpha / beta)	6.63 / 5.17	eV
energy relative to the best compared isomer or geometry (same formula, charge and spin)	30.0	kJ/mol
maximum force	0.67	eV/A
⟨S²⟩	0.775

Mulliken atomic charge list, values in e, 6 entries:
1 K 0.848
2 C -1.318
3 C -0.162
4 N 0.043
5 N 0.230
6 C -0.332